Record 1
Entry from the Open Molecules 2025 dataset: a molecular structure, C2H2BaFLiO2 at a distorted geometry (the ωB97M-V functional and the def2-TZVPD basis).

* LUMO energy (alpha / beta): -0.9 / -0.9 eV
* relative energy (zero: lowest compared OMol25 entry of this formula, charge and spin): 504.6 kJ/mol
* gap between HOMO and LUMO (alpha / beta): 4.53 / 4.52 eV
* F_max: 5.55 eV/A

```
9
C2H2BaFLiO2 the ωB97M-V functional and the def2-TZVPD basis
Ba -0.3688 -1.5254 -1.8785
H -0.0862 2.0584 -0.3136
O 2.0033 -1.1608 1.5114
H -0.1875 2.1497 1.4557
C -0.1831 0.1219 0.6846
C 0.1753 1.5317 0.6122
O 0.7890 -0.5279 2.0989
Li -0.6924 -2.6592 -5.5360
F -1.4497 0.0116 1.3651
```

***

Record 2
Entry from the Open Molecules 2025 dataset: 2 unconnected molecules or ions with the total composition C2H2Br2 at a distorted geometry (the ωB97M-V functional and the def2-TZVPD basis).

* LUMO energy (alpha / beta): 0.8 / -3.6 eV
* relative energy (zero: lowest compared OMol25 entry of this formula, charge and spin): 0.0 kJ/mol
* gap between HOMO and LUMO (alpha / beta): 9.16 / 6.26 eV
* 2S+1: 3
* F_max: 1.12 eV/A

```
6
C2H2Br2 the ωB97M-V functional and the def2-TZVPD basis
H 0.5731 0.6693 0.2355
Br -2.3820 2.3429 -0.0300
C -1.4668 0.8212 -0.1993
H -0.2888 -0.8659 -0.2889
C -0.3509 0.1901 -0.0748
Br -3.6157 -1.5690 0.0055
```

***

Record 3
Entry from the Open Molecules 2025 dataset: 2 unconnected molecules or ions with the total composition C2H2Br2O3 at a distorted geometry (the ωB97M-V functional and the def2-TZVPD basis).

* LUMO energy: -0.7 eV
* relative energy (zero: lowest compared OMol25 entry of this formula, charge and spin): 309.6 kJ/mol
* gap between HOMO and LUMO: 9.17 eV
* F_max: 4.43 eV/A

```
9
C2H2Br2O3 the ωB97M-V functional and the def2-TZVPD basis
O -2.1215 0.5051 1.3545
Br 2.4038 -0.3239 0.0970
Br -3.1547 -0.3575 0.0973
H -0.0862 -0.8276 0.5236
C -0.3977 1.4549 -0.5466
H -2.7595 0.1666 2.0619
O 0.2385 1.2079 0.6384
C 0.5409 0.0216 0.1137
O -0.0306 0.3287 -1.1736
```

***

> Which of these has the highest F_max?

C2H2BaFLiO2

***

> What is the relative energy (zero: lowest compared OMol25 entry of this formula, charge and spin) in the third record?

309.6 kJ/mol